No. 1
C29H41N7O3PPbS3Te as an isolated structure. Source: the OMol25 dataset; level of theory: ωB97M-V/def2-TZVPD.

Computed properties:
LUMO energy in eV: 2.452
Frontier orbital gap in eV: 6.92
E_tot in Ha: -3735.78263
Total charge: -1

Each line ends with the Mulliken charge.
Atoms and positions in Å:
Pb (0.42, -0.59, -0.67)  0.895
N (1.49, -2.70, -2.34)  -0.286
C (0.45, -3.36, -3.12)  -0.689
C (-0.55, -2.32, -3.61)  -0.666
N (-1.11, -1.54, -2.51)  -0.018
H (2.02, -2.02, -2.89)  0.208
H (2.15, -3.33, -1.91)  0.111
H (-0.05, -4.08, -2.46)  0.300
H (0.82, -3.92, -3.98)  0.392
H (-1.33, -2.82, -4.20)  0.411
H (-0.04, -1.61, -4.26)  0.258
H (-1.84, -2.03, -2.01)  0.206
H (-1.49, -0.66, -2.88)  0.121
S (1.30, 0.82, -3.26)  -0.175
C (-0.11, 1.53, -3.93)  -0.186
N (-1.28, 0.97, -4.09)  -0.156
C (-2.20, 1.86, -4.62)  -0.553
C (-3.54, 1.55, -4.88)  -0.409
C (-4.36, 2.53, -5.40)  -0.569
C (-3.88, 3.81, -5.67)  -0.392
C (-2.55, 4.13, -5.41)  -0.633
C (-1.72, 3.15, -4.89)  1.022
S (-0.05, 3.22, -4.44)  -0.273
H (-3.91, 0.56, -4.66)  0.415
H (-5.40, 2.31, -5.60)  0.367
H (-4.54, 4.57, -6.07)  0.359
H (-2.18, 5.13, -5.61)  0.363
C (-1.46, -2.97, 1.33)  -1.530
N (-1.51, -1.73, 0.57)  0.332
C (-2.45, -0.89, 0.82)  -0.529
C (-2.52, 0.38, 0.19)  0.238
C (-3.49, 1.38, 0.31)  -1.204
C (-3.05, 2.45, -0.46)  -1.075
C (-1.82, 2.07, -1.00)  -0.772
N (-1.50, 0.82, -0.63)  0.857
C (-0.03, -3.33, 1.64)  0.149
C (0.74, -4.01, 0.70)  -0.106
C (2.09, -4.25, 0.92)  -0.510
C (2.68, -3.82, 2.10)  -0.777
C (1.92, -3.16, 3.05)  -0.327
C (0.57, -2.91, 2.82)  -0.027
H (-1.90, -3.78, 0.74)  0.424
H (-2.04, -2.88, 2.26)  0.423
H (-3.23, -1.13, 1.55)  0.375
H (-4.39, 1.32, 0.90)  0.498
H (-3.54, 3.41, -0.60)  0.462
H (-1.17, 2.64, -1.64)  0.477
H (0.27, -4.33, -0.22)  0.258
H (2.68, -4.76, 0.17)  0.438
H (3.74, -3.99, 2.27)  0.371
H (2.38, -2.80, 3.97)  0.464
H (0.00, -2.35, 3.55)  0.250
S (4.10, -0.85, -0.94)  -0.403
C (3.75, 0.78, -0.62)  0.136
N (4.07, 1.73, -1.52)  -0.116
C (3.51, 3.08, -1.55)  -0.728
C (2.38, 3.22, -0.54)  0.023
C (2.80, 2.56, 0.76)  0.041
N (3.15, 1.17, 0.51)  0.138
H (4.40, 1.35, -2.39)  0.293
H (3.14, 3.26, -2.56)  0.337
H (4.31, 3.80, -1.33)  0.351
H (1.49, 2.72, -0.92)  -0.318
H (2.15, 4.27, -0.38)  0.524
H (2.00, 2.58, 1.49)  -0.421
H (3.67, 3.09, 1.19)  0.297
H (2.73, 0.47, 1.09)  -0.015
C (2.95, -0.28, 5.88)  -1.507
C (2.47, 0.23, 4.54)  -0.033
O (1.08, -0.07, 4.43)  -0.152
P (0.24, 0.67, 3.25)  -1.381
O (0.79, 0.28, 1.92)  0.766
Te (0.04, 2.97, 3.76)  -0.477
O (-1.15, -0.12, 3.46)  0.593
C (-1.95, 0.14, 4.63)  -0.552
C (-2.98, -0.97, 4.74)  -1.158
H (4.02, -0.09, 5.99)  0.381
H (2.78, -1.35, 5.97)  0.306
H (2.42, 0.22, 6.69)  0.333
H (3.00, -0.24, 3.71)  0.173
H (2.61, 1.31, 4.47)  0.410
H (-2.42, 1.12, 4.52)  0.384
H (-1.31, 0.17, 5.51)  0.288
H (-3.62, -0.99, 3.86)  0.205
H (-3.60, -0.81, 5.62)  0.440
H (-2.49, -1.94, 4.83)  0.260

---

No. 2
C31H24Cl3N6O3S3V as an isolated structure. Source: the OMol25 dataset; level of theory: ωB97M-V/def2-TZVPD.

Computed properties:
Multiplicity: 4
LUMO energy (alpha / beta) in eV: 2.357 / 2.230
Frontier orbital gap (alpha / beta) in eV: 6.72 / 7.03
E_tot in Ha: -5269.28517
⟨S²⟩: 3.761
Total charge: -1

Each line ends with the Löwdin spin population.
Atoms and positions in Å:
V (-0.02, 0.14, -0.25)  2.638
C (4.35, 2.61, 3.56)  0.001
S (2.68, 2.15, 4.03)  0.002
C (2.10, 1.19, 2.64)  0.001
S (3.10, 0.89, 1.31)  0.027
N (0.88, 0.83, 2.92)  0.000
N (0.15, 0.16, 1.98)  0.003
C (-0.87, -0.42, 2.51)  0.031
C (-1.84, -1.14, 1.71)  0.012
C (-2.89, -1.85, 2.29)  0.002
C (-3.78, -2.52, 1.48)  0.010
C (-3.60, -2.49, 0.11)  0.003
C (-2.54, -1.76, -0.40)  0.010
N (-1.68, -1.10, 0.38)  0.007
H (4.73, 3.20, 4.40)  0.000
H (4.97, 1.73, 3.41)  0.000
H (4.35, 3.21, 2.66)  0.000
H (-1.01, -0.37, 3.59)  0.001
H (-2.98, -1.85, 3.37)  0.000
H (-4.60, -3.08, 1.92)  0.001
H (-4.26, -3.01, -0.56)  0.000
H (-2.35, -1.71, -1.46)  0.001
C (7.03, -4.29, -0.61)  0.000
C (5.56, -3.98, -0.51)  0.000
C (4.62, -5.00, -0.49)  0.000
C (3.26, -4.72, -0.37)  0.000
C (2.85, -3.41, -0.27)  0.001
C (3.77, -2.37, -0.30)  0.000
C (5.12, -2.66, -0.42)  0.000
S (1.12, -3.03, -0.10)  0.006
O (0.43, -4.20, -0.59)  0.002
O (0.91, -2.64, 1.27)  0.006
N (0.84, -1.74, -1.01)  0.016
C (0.78, -1.90, -2.39)  -0.001
C (1.38, -2.89, -3.14)  0.008
C (1.23, -2.94, -4.54)  -0.002
C (0.50, -2.02, -5.22)  0.007
C (-0.13, -0.99, -4.50)  0.000
C (-0.94, 0.00, -5.12)  0.018
C (-1.54, 0.96, -4.36)  -0.002
C (-1.33, 0.96, -2.97)  0.022
N (-0.58, 0.07, -2.37)  -0.001
C (0.02, -0.92, -3.10)  0.007
H (7.20, -5.32, -0.93)  0.000
H (7.52, -4.15, 0.35)  0.000
H (7.52, -3.63, -1.33)  0.000
H (4.95, -6.04, -0.57)  0.000
H (2.52, -5.51, -0.37)  0.000
H (3.43, -1.35, -0.21)  0.000
H (5.84, -1.86, -0.43)  0.000
H (1.95, -3.67, -2.66)  0.001
H (1.72, -3.75, -5.07)  0.000
H (0.39, -2.07, -6.30)  0.000
H (-1.07, -0.03, -6.19)  0.001
H (-2.17, 1.72, -4.81)  -0.001
H (-1.78, 1.71, -2.33)  0.001
Cl (-3.65, 7.09, 0.48)  0.002
C (-2.96, 5.49, 0.32)  0.006
C (-1.63, 5.28, 0.64)  -0.001
C (-1.09, 4.02, 0.52)  0.006
Cl (0.57, 3.76, 0.94)  0.004
C (-1.83, 2.89, 0.08)  0.004
O (-1.36, 1.71, -0.06)  0.036
C (-3.19, 3.18, -0.22)  0.005
Cl (-4.19, 1.86, -0.74)  0.001
C (-3.75, 4.44, -0.11)  -0.001
H (-1.01, 6.10, 0.99)  0.000
H (-4.79, 4.59, -0.35)  0.000
N (2.38, 1.83, -1.70)  0.042
C (1.64, 1.26, -0.99)  0.054
H (3.30, 2.23, -1.55)  0.002

---

No. 3
A 2-piece molecular cluster, C9H14 overall in a non-equilibrium geometry. Source: the OMol25 dataset; level of theory: ωB97M-V/def2-TZVPD.

Computed properties:
LUMO energy in eV: 1.010
Frontier orbital gap in eV: 10.03
E_tot in Ha: -351.30641
SMILES: Cc1ccccc1.CC
Total charge: 0

Each line ends with the Mulliken charge.
Atoms and positions in Å:
C (0.65, -0.13, 2.57)  -1.341
C (0.68, -0.96, 1.32)  0.771
C (1.88, -1.40, 0.74)  -0.471
C (1.84, -1.96, -0.50)  -0.572
C (0.58, -2.23, -1.09)  -0.290
C (-0.62, -1.82, -0.56)  -0.708
C (-0.53, -1.16, 0.68)  -0.160
H (0.35, 0.89, 2.38)  0.252
H (1.66, -0.05, 3.01)  0.365
H (0.13, -0.60, 3.41)  0.331
H (2.85, -1.17, 1.17)  0.330
H (2.64, -2.36, -1.09)  0.373
H (0.69, -2.60, -2.10)  0.298
H (-1.49, -1.93, -1.21)  0.455
H (-1.50, -0.85, 1.06)  0.356
C (-0.82, 1.78, -1.65)  -0.548
C (-1.58, 2.80, -0.83)  -0.935
H (-1.16, 0.76, -1.46)  0.062
H (-0.91, 2.04, -2.70)  0.323
H (0.25, 1.76, -1.44)  0.250
H (-2.66, 2.70, -1.01)  0.281
H (-1.30, 3.85, -0.94)  0.322
H (-1.63, 2.62, 0.25)  0.256

---

No. 4
The molecule C4H8N2S2 in a non-equilibrium geometry. Source: the OMol25 dataset; level of theory: ωB97M-V/def2-TZVPD.

Computed properties:
LUMO energy in eV: -0.091
Frontier orbital gap in eV: 8.56
E_tot in Ha: -1063.07416
SMILES: C/N=C/NCC(=S)S
Total charge: 0

Each line ends with the Mulliken charge.
Atoms and positions in Å:
C (-2.52, 0.76, 0.03)  -0.862
N (-1.16, 0.35, 0.20)  -0.388
C (-0.76, -0.65, -0.49)  0.017
N (0.49, -1.19, -0.37)  -0.071
C (1.46, -0.75, 0.63)  -0.925
C (2.43, 0.30, 0.11)  0.367
S (4.01, -0.04, -0.16)  -0.252
S (1.77, 1.88, -0.19)  -0.160
H (-2.55, 1.83, -0.25)  0.261
H (-3.04, 0.21, -0.75)  0.318
H (-3.05, 0.68, 0.97)  0.266
H (-1.36, -1.15, -1.25)  0.275
H (0.78, -1.85, -1.05)  0.224
H (0.91, -0.36, 1.47)  0.392
H (2.06, -1.61, 0.99)  0.368
H (0.52, 1.59, 0.12)  0.171

---

No. 5
The molecule C2H3NO2S in a non-equilibrium geometry. Source: the OMol25 dataset; level of theory: ωB97M-V/def2-TZVPD.

Computed properties:
LUMO energy (alpha / beta) in eV: -3.414 / -3.416
Frontier orbital gap (alpha / beta) in eV: 5.97 / 6.01
E_tot in Ha: -681.16208
SMILES: CC(=S)[N+](=O)[O-]
Total charge: 0

Each line ends with the Mulliken charge.
Atoms and positions in Å:
C (-1.11, 0.43, -0.01)  -0.738
C (0.32, 0.23, 0.01)  0.065
S (1.80, 1.91, -0.26)  -0.086
N (0.99, -0.97, 0.09)  0.861
O (0.26, -1.96, 0.08)  -0.530
O (2.20, -1.00, 0.16)  -0.479
H (-1.37, 1.48, 0.10)  0.297
H (-1.52, 0.06, -0.96)  0.293
H (-1.57, -0.17, 0.78)  0.317

---

No. 6
C28H51F5GaN4O4SSbTe as an isolated structure in a non-equilibrium geometry. Source: the OMol25 dataset; level of theory: ωB97M-V/def2-TZVPD.

Computed properties:
LUMO energy in eV: -5.417
Frontier orbital gap in eV: 7.66
E_tot in Ha: -4947.67859
Total charge: +2

Each line ends with the Mulliken charge.
Atoms and positions in Å:
Ga (-0.46, -0.42, -0.33)  0.864
C (-4.84, 0.77, -5.44)  -0.790
O (-5.49, 1.03, -4.20)  -0.441
C (-4.80, 0.96, -3.08)  0.915
C (-5.55, 1.22, -1.90)  -1.129
C (-4.94, 1.16, -0.69)  -1.405
C (-3.55, 0.85, -0.56)  1.229
C (-2.92, 0.85, 0.70)  0.824
C (-3.67, 1.21, 1.95)  -1.793
O (-1.69, 0.58, 0.88)  0.295
C (-2.81, 0.61, -1.76)  -0.459
O (-1.52, 0.37, -1.73)  1.164
C (-3.45, 0.67, -3.00)  -0.396
H (-5.60, 0.87, -6.21)  0.249
H (-4.43, -0.25, -5.45)  0.349
H (-4.04, 1.49, -5.62)  0.329
H (-6.61, 1.44, -2.00)  0.488
H (-5.53, 1.35, 0.19)  0.389
H (-4.71, 0.89, 1.94)  0.482
H (-3.66, 2.30, 2.08)  0.322
H (-3.17, 0.77, 2.81)  0.223
H (-2.86, 0.48, -3.89)  0.397
F (0.27, 1.42, -3.68)  -0.385
Te (0.89, -0.34, -3.46)  1.904
F (1.92, -1.90, -3.61)  -0.411
F (-0.52, -1.60, -3.53)  -0.457
F (0.71, -0.35, -5.30)  -0.276
F (2.56, 0.48, -3.59)  -0.408
O (0.99, -0.37, -1.63)  -0.090
C (3.75, -0.27, -0.13)  -1.404
C (3.34, 0.06, 1.30)  0.917
C (4.35, -0.49, 2.30)  -1.561
Sb (1.31, -0.56, 1.71)  -2.056
C (1.38, -2.61, 2.37)  0.666
C (1.97, -2.82, 3.76)  -1.375
C (2.11, -3.44, 1.31)  -1.137
C (0.68, 0.60, 3.40)  1.307
C (-0.52, -0.08, 4.05)  -1.348
C (1.80, 0.88, 4.40)  -1.538
H (4.75, 0.13, -0.32)  0.521
H (3.07, 0.12, -0.88)  -0.043
H (3.81, -1.35, -0.28)  0.342
H (3.28, 1.15, 1.42)  0.344
H (4.48, -1.56, 2.19)  0.296
H (4.08, -0.28, 3.34)  0.309
H (5.32, -0.03, 2.11)  0.491
H (0.33, -2.89, 2.38)  0.524
H (3.02, -2.50, 3.81)  0.219
H (1.95, -3.89, 3.99)  0.478
H (1.42, -2.31, 4.54)  0.294
H (3.18, -3.25, 1.33)  0.285
H (1.75, -3.24, 0.30)  0.182
H (1.97, -4.50, 1.53)  0.473
H (0.35, 1.54, 2.96)  -0.321
H (-0.25, -1.03, 4.51)  0.197
H (-1.32, -0.26, 3.33)  0.095
H (-0.92, 0.56, 4.84)  0.502
H (2.21, -0.04, 4.83)  0.281
H (1.41, 1.48, 5.23)  0.504
H (2.63, 1.44, 3.95)  0.337
C (-1.35, -5.35, 1.27)  -0.876
N (-0.65, -4.96, 0.06)  0.117
C (0.29, -5.89, -0.58)  -0.545
C (0.80, -5.08, -1.79)  -0.657
N (0.26, -3.74, -1.51)  0.163
C (-0.61, -3.77, -0.50)  0.397
S (-1.59, -2.46, 0.03)  -0.631
H (-1.91, -6.26, 1.08)  0.333
H (-2.04, -4.57, 1.56)  0.313
H (-0.63, -5.54, 2.07)  0.312
H (-0.22, -6.80, -0.87)  0.487
H (1.09, -6.14, 0.12)  0.297
H (0.41, -5.45, -2.73)  0.394
H (1.89, -5.04, -1.84)  0.350
H (0.19, -3.05, -2.24)  0.011
C (2.17, 4.39, -1.36)  -1.041
C (1.72, 2.92, -1.21)  0.052
N (0.52, 2.83, -0.39)  0.743
C (-0.61, 3.44, -1.09)  -0.281
C (-0.23, 4.86, -1.57)  -1.090
N (1.04, 5.24, -0.87)  0.052
C (0.88, 5.06, 0.62)  -0.931
C (0.74, 3.54, 0.87)  -0.393
H (2.37, 4.66, -2.39)  0.374
H (3.04, 4.64, -0.76)  0.344
H (2.51, 2.33, -0.75)  -0.070
H (1.51, 2.49, -2.18)  0.215
H (-1.46, 3.48, -0.40)  0.524
H (-0.89, 2.82, -1.93)  -0.049
H (-0.98, 5.61, -1.33)  0.388
H (-0.02, 4.89, -2.64)  0.370
H (1.25, 6.22, -1.06)  0.309
H (-0.01, 5.62, 0.91)  0.298
H (1.75, 5.49, 1.10)  0.376
H (-0.10, 3.36, 1.54)  0.410
H (1.64, 3.14, 1.34)  0.168

---

No. 7
C3H4N3 as an isolated structure in a non-equilibrium geometry. Source: the OMol25 dataset; level of theory: ωB97M-V/def2-TZVPD.

Computed properties:
Multiplicity: 3
LUMO energy (alpha / beta) in eV: -6.133 / -8.942
Frontier orbital gap (alpha / beta) in eV: 8.83 / 7.73
E_tot in Ha: -280.36798
⟨S²⟩: 2.015
Total charge: +1

Each line ends with the Löwdin spin population.
Atoms and positions in Å:
C (-1.93, -0.38, 0.04)  1.011
C (-2.05, 0.94, -0.03)  0.245
C (1.97, -0.47, 0.02)  0.004
N (-0.74, 1.15, 0.06)  0.150
N (-0.87, -1.07, 0.02)  0.144
N (-0.08, -0.04, 0.10)  0.437
H (-2.76, 1.74, -0.14)  0.004
H (2.01, -1.00, 1.03)  0.001
H (1.92, -1.15, -0.75)  0.001
H (2.53, 0.29, -0.35)  0.001

---

No. 8
The molecule C19H24N2O3S. Source: the OMol25 dataset; level of theory: ωB97M-V/def2-TZVPD.

Computed properties:
LUMO energy in eV: 0.650
Frontier orbital gap in eV: 8.72
E_tot in Ha: -1471.84427
SMILES: CCOC(=O)CNC(=S)N(Cc1ccc(C)cc1)Cc1ccc(C)o1
Total charge: 0

Each line ends with the Mulliken charge.
Atoms and positions in Å:
C (-0.63, 1.92, 3.76)  -1.082
C (-0.34, 2.60, 2.43)  -0.367
O (-1.34, 2.30, 1.46)  -0.081
C (-2.46, 3.04, 1.48)  0.765
O (-2.71, 3.89, 2.29)  -0.603
C (-3.39, 2.66, 0.33)  -1.105
N (-2.97, 1.50, -0.41)  -0.223
C (-2.05, 1.59, -1.41)  0.528
S (-1.63, 3.08, -2.02)  -0.396
N (-1.59, 0.44, -1.95)  0.357
C (-0.46, 0.46, -2.87)  -1.750
C (0.79, -0.04, -2.21)  0.722
C (1.23, 0.56, -1.03)  0.232
C (2.35, 0.09, -0.38)  -1.013
C (3.08, -0.97, -0.90)  1.079
C (4.30, -1.47, -0.17)  -1.636
C (2.66, -1.55, -2.08)  -0.715
C (1.52, -1.09, -2.73)  -0.686
C (-2.00, -0.88, -1.50)  -2.117
C (-1.16, -1.41, -0.38)  0.840
C (-0.94, -0.99, 0.90)  0.507
C (0.02, -1.88, 1.45)  -1.173
C (0.32, -2.77, 0.47)  0.471
C (1.25, -3.93, 0.43)  -1.253
O (-0.40, -2.49, -0.64)  -0.321
H (-0.69, 0.84, 3.63)  0.231
H (-1.57, 2.29, 4.17)  0.324
H (0.17, 2.15, 4.46)  0.410
H (0.59, 2.24, 2.00)  0.206
H (-0.30, 3.69, 2.56)  0.440
H (-4.40, 2.51, 0.72)  0.402
H (-3.40, 3.51, -0.37)  0.442
H (-2.98, 0.64, 0.12)  0.277
H (-0.71, -0.17, -3.74)  0.379
H (-0.33, 1.49, -3.21)  0.478
H (0.67, 1.39, -0.62)  0.437
H (2.68, 0.56, 0.54)  0.430
H (5.04, -0.68, -0.09)  0.419
H (4.03, -1.79, 0.84)  0.325
H (4.75, -2.31, -0.70)  0.350
H (3.21, -2.38, -2.51)  0.333
H (1.20, -1.57, -3.64)  0.353
H (-1.88, -1.56, -2.34)  0.392
H (-3.06, -0.86, -1.24)  0.681
H (-1.38, -0.15, 1.40)  0.350
H (0.43, -1.85, 2.44)  0.467
H (2.03, -3.76, -0.31)  0.213
H (0.72, -4.84, 0.16)  0.346
H (1.71, -4.06, 1.41)  0.337